1.
Density functional theory data (ωB97M-V/def2-TZVPD) for the ion C4H8OS2 with charge -1 at a distorted geometry.

Calculated values
Energy above the lowest of the compared OMol25 structures with the same formula, charge and spin: 57.0 kcal per mole
Charge: -1
F_max: 0.06388 Eh/bohr
2S+1: 2
HOMO level (alpha / beta): -0.134 / -3.530 eV

Last column: Löwdin charge in e.
Cartesian coordinates (Å):
C: -0.557 1.319 1.032  -0.278
C: -0.556 0.449 2.298  -0.309
O: -1.413 0.562 3.150  -0.013
C: -1.217 0.524 -0.184  -0.703
S: -0.942 -1.200 -0.585  0.225
S: 1.162 -0.865 -0.243  0.221
C: 1.844 -1.371 -1.940  -0.488
H: 0.379 1.702 0.788  0.031
H: -1.366 2.197 1.084  0.135
H: -0.034 -0.595 2.035  0.092
H: -2.283 0.761 0.049  0.055
H: -0.843 1.098 -1.079  0.057
H: 1.611 -2.441 -1.703  -0.010
H: 1.371 -1.182 -2.892  0.003
H: 2.844 -0.958 -1.811  -0.018

---

2.
Density functional theory data (ωB97M-V/def2-TZVPD) for a cluster of 2 separate species, C3H8OS in total at a distorted geometry.

Calculated values
Energy above the lowest of the compared OMol25 structures with the same formula, charge and spin: 5.0 kcal per mole
Charge: -1
F_max: 0.01964 Eh/bohr
2S+1: 2
HOMO level (alpha / beta): 0.432 / -2.887 eV

Last column: Löwdin charge in e.
Cartesian coordinates (Å):
O: 0.212 -1.346 -2.066  -0.365
C: 0.526 -0.988 -3.251  -0.446
H: 1.602 -0.815 -3.460  -0.038
H: -0.211 -0.897 -4.067  -0.043
C: 0.413 0.440 0.202  -0.439
S: 0.755 0.849 1.944  0.664
C: -0.864 0.475 2.667  -0.460
H: -0.648 0.579 0.016  0.032
H: 0.977 1.003 -0.535  0.027
H: 0.665 -0.609 0.118  0.006
H: -1.147 -0.517 2.334  0.029
H: -1.582 1.235 2.363  0.022
H: -0.696 0.592 3.735  0.009

---

3.
Density functional theory data (ωB97M-V/def2-TZVPD) for a structure of composition C4H6O.

Calculated values
Energy above the lowest of the compared OMol25 structures with the same formula, charge and spin: 40.6 kcal per mole
F_max: 0.01614 Eh/bohr
HOMO level: -9.334 eV

Last column: Löwdin charge in e.
Cartesian coordinates (Å):
C: -1.189 -0.477 -0.138  -0.055
C: -0.014 -0.098 0.742  -0.174
C: 1.292 -0.160 -0.021  -0.160
O: 0.724 0.544 -1.133  -0.088
C: -0.454 0.814 -0.387  -0.250
H: -2.126 -0.507 0.422  0.107
H: -1.125 -1.235 -0.919  0.110
H: -0.114 -0.036 1.822  0.129
H: 1.681 -1.130 -0.335  0.116
H: 2.074 0.440 0.466  0.123
H: -0.749 1.845 -0.519  0.142

---

4.
Density functional theory data (ωB97M-V/def2-TZVPD) for a cluster of 2 separate species, C24H20F3N2O9S3 in total at a distorted geometry.

Calculated values
Energy above the lowest of the compared OMol25 structures with the same formula, charge and spin: 36.0 kcal per mole
Charge: -1
F_max: 0.05027 Eh/bohr
HOMO level: -3.825 eV

Last column: Löwdin charge in e.
Cartesian coordinates (Å):
F: -0.853 -3.489 0.205  0.085
C: -1.769 -2.558 0.583  -0.769
F: -3.011 -3.022 0.314  0.081
F: -1.658 -2.373 1.932  0.085
S: -1.433 -1.003 -0.373  1.099
N: -2.541 0.039 0.472  -0.568
S: -4.255 0.309 -0.153  0.709
C: -5.299 -0.265 1.197  -0.259
C: -6.263 -1.239 0.916  -0.055
C: -7.197 -1.564 1.899  -0.073
C: -7.127 -0.961 3.161  -0.074
C: -6.127 -0.024 3.443  -0.061
C: -5.210 0.323 2.455  -0.048
O: -4.340 1.740 -0.280  -0.270
O: -4.466 -0.566 -1.274  -0.293
S: -1.788 1.406 1.148  0.627
C: -0.385 0.623 1.876  -0.326
C: -0.331 0.377 3.242  -0.058
C: 0.742 -0.374 3.720  -0.075
C: 1.746 -0.817 2.847  -0.046
C: 1.721 -0.450 1.503  -0.043
C: 0.655 0.284 1.022  -0.146
O: -1.347 2.296 0.109  -0.264
O: -2.639 1.863 2.214  -0.308
H: -6.268 -1.725 -0.057  0.114
H: -7.971 -2.296 1.675  0.106
H: -7.839 -1.238 3.937  0.103
H: -6.041 0.445 4.424  0.110
H: -4.425 1.034 2.671  0.085
H: -1.141 0.736 3.874  0.113
H: 0.780 -0.642 4.771  0.099
H: 2.572 -1.442 3.203  0.112
H: 2.532 -0.714 0.816  0.073
H: 0.608 0.570 -0.024  0.065
C: 5.215 -4.136 -2.060  -0.089
C: 4.134 -3.092 -2.230  -0.251
O: 4.326 -2.127 -1.181  -0.039
C: 3.612 -0.978 -1.360  -0.542
C: 4.028 0.047 -0.416  -0.082
C: 4.592 1.210 -1.065  -0.409
O: 5.799 1.483 -1.091  0.010
C: 3.592 2.129 -1.704  -0.107
C: 2.252 2.066 -1.312  -0.006
C: 1.270 2.862 -1.870  0.035
C: 1.648 3.732 -2.916  -0.159
N: 0.676 4.154 -3.868  -0.331
O: 1.061 4.825 -4.851  0.025
O: -0.513 3.804 -3.701  0.047
C: 3.016 3.950 -3.208  0.001
C: 3.976 3.146 -2.609  0.002
O: 2.746 -0.885 -2.226  0.030
H: 4.966 -5.029 -2.642  0.067
H: 6.169 -3.746 -2.443  0.076
H: 5.349 -4.427 -1.009  0.075
H: 4.224 -2.600 -3.210  0.123
H: 3.130 -3.528 -2.124  0.118
H: 4.536 -0.293 0.479  0.087
H: 2.009 1.369 -0.519  0.070
H: 0.234 2.795 -1.548  0.094
H: 3.290 4.714 -3.933  0.111
H: 5.032 3.276 -2.849  0.116

---

5.
Density functional theory data (ωB97M-V/def2-TZVPD) for a cluster of 2 separate species, C5H10BNO4 in total at a distorted geometry.

Calculated values
Energy above the lowest of the compared OMol25 structures with the same formula, charge and spin: 100.0 kcal per mole
F_max: 0.05825 Eh/bohr
HOMO level (alpha / beta): -8.055 / -8.607 eV

Last column: Löwdin charge in e.
Cartesian coordinates (Å):
B: 4.387 0.430 -0.954  -0.504
C: 0.745 -1.199 0.459  -0.139
C: -0.597 0.364 -0.622  -0.020
C: -1.161 -0.111 1.736  -0.085
C: -2.065 0.364 -0.877  -0.209
C: -2.562 -0.468 1.221  -0.207
N: -0.195 -0.214 0.579  -0.100
O: 1.765 -1.360 -0.167  0.050
O: -3.002 0.385 0.187  -0.134
O: 4.872 -0.765 -0.538  0.145
O: 3.065 0.806 -1.053  0.106
H: 5.200 1.281 -1.260  0.091
H: 0.067 0.631 -1.435  0.128
H: -1.167 0.913 2.196  0.145
H: -0.737 -0.831 2.450  0.123
H: -2.411 1.163 -1.630  0.154
H: -2.269 -0.603 -1.423  0.136
H: -2.607 -1.548 0.898  0.142
H: -3.257 -0.217 2.080  0.144
H: 4.341 -1.496 -0.332  0.057
H: 2.613 0.027 -0.857  -0.022